Entry 1:
Molecular formula: C21H27Br2N2OPS
Method: DFT, wB97M-V/def2-TZVPD

Calculated values
HOMO level ... -7.811 eV
LUMO ... 0.056 eV
E_tot ... -187447.737 eV
SMILES string ... CC(C)[C@@H](C)COc1c([C@H](Br)[C@@H](C)Br)ccc2c1Sc1cc([PH2]=N)ccc1N2

```
! wB97M-V def2-TZVPD RIJCOSX def2/J DEFGRID3
* xyz 0 1
C 0.99376 -2.66054 1.91575
C 2.11632 -1.61145 1.51739
C 3.29775 -1.75788 2.57768
C 2.59573 -1.69610 0.01257
C 3.13401 -3.15899 -0.25839
C 1.39431 -1.25586 -0.90828
O 1.60664 -0.01796 -1.64129
C 0.79190 1.02057 -1.15633
C 1.50491 2.17619 -0.57160
C 3.05408 2.27215 -0.48829
Br 3.58766 1.46842 1.26408
C 3.61209 3.74537 -0.49389
C 5.14267 3.77771 -0.03190
Br 3.60838 4.53966 -2.32936
C 0.67785 3.27837 -0.05524
C -0.77403 3.21538 -0.17179
C -1.48462 2.07990 -0.79626
C -0.67468 0.96778 -1.27278
S -1.52809 -0.45975 -2.00772
C -3.16503 -0.35397 -1.21968
C -4.04344 -1.52635 -1.05269
C -5.36731 -1.44137 -0.45876
P -6.55561 -2.86181 -0.26408
N -7.95981 -2.35947 -0.85710
C -5.83664 -0.13045 0.02374
C -4.96650 1.01248 -0.13740
C -3.61956 0.95040 -0.75683
N -2.91379 2.19260 -0.87195
H 1.18858 -3.11042 2.92959
H 0.90304 -3.52073 1.20211
H 0.00890 -2.10985 1.89269
H 1.66227 -0.58588 1.65044
H 4.22476 -1.28806 2.16406
H 2.94650 -1.21448 3.50202
H 3.40246 -2.84706 2.80805
H 3.47422 -0.99961 -0.08405
H 3.14788 -3.76807 0.69263
H 2.48461 -3.72849 -0.97348
H 4.20019 -3.18037 -0.62480
H 1.24316 -2.06986 -1.67733
H 0.46073 -1.20319 -0.29103
H 3.56246 1.74331 -1.34207
H 3.08279 4.43103 0.21653
H 5.70946 2.88054 -0.37842
H 5.11426 3.87076 1.09038
H 5.63515 4.72671 -0.38589
H 1.09420 4.20038 0.40669
H -1.36919 4.07376 0.23311
H -3.71207 -2.52825 -1.42935
H -6.80879 -3.16541 1.11223
H -6.17868 -4.01166 -1.01289
H -8.23793 -2.95362 -1.64117
H -6.84231 0.04164 0.47255
H -5.34889 2.00374 0.20328
H -3.27668 2.90814 -0.24547
*
```

Mulliken atomic charge list, values in e, 2 entries: atom 1 (C): -1.28, atom 2 (C): 0.13

=====

Entry 2:
Molecular formula: C24H55BFOS
Method: DFT, wB97M-V/def2-TZVPD

Calculated values
HOMO level ... -4.521 eV
LUMO ... 2.697 eV
E_tot ... -42059.187 eV

```
! wB97M-V def2-TZVPD RIJCOSX def2/J DEFGRID3
* xyz -1 1
C -0.30070 3.55489 -3.59027
C -0.08119 2.16574 -4.18925
S 1.30512 1.26062 -3.44468
C 0.52319 -0.26290 -2.75531
B 0.23374 -0.35050 -1.12203
C 1.65372 -0.41645 -0.28395
C 2.47925 0.87265 -0.20981
C 3.06292 1.14279 1.16739
O 3.58230 0.81549 -1.14772
C -0.62849 0.97411 -0.69495
C -2.05784 1.09294 -1.21035
F -0.70963 1.09629 0.74706
C -0.61703 -1.76043 -0.86405
C 0.18386 -2.99826 -1.29430
C -1.10253 -1.96270 0.59237
C -2.59350 -1.70208 0.81414
H -0.95003 3.51287 -2.71439
H -0.75100 4.23278 -4.32118
H 0.64794 3.98913 -3.27136
H 0.10280 2.24699 -5.26260
H -0.96432 1.54084 -4.06264
H -0.39569 -0.40206 -3.33948
H 1.21101 -1.05290 -3.06519
H 1.47320 -0.76904 0.74090
H 2.32229 -1.15947 -0.73742
H 1.86495 1.72989 -0.49797
H 2.27099 1.34020 1.89239
H 3.72910 2.01033 1.12826
H 3.65293 0.27996 1.49260
H 3.39797 1.46613 -1.84060
H -0.10325 1.88828 -1.00099
H -2.58084 0.13685 -1.23905
H -2.06655 1.53308 -2.20990
H -2.62413 1.76842 -0.55886
H -1.51363 -1.75062 -1.50836
H 1.10078 -3.09303 -0.70481
H 0.46579 -2.95900 -2.34921
H -0.39283 -3.92165 -1.14619
H -0.53029 -1.32472 1.26986
H -0.90354 -2.99983 0.89687
H -2.81740 -0.63510 0.83384
H -3.16912 -2.15211 -0.00321
H -2.95164 -2.14483 1.74837
C 6.99852 2.71028 1.65640
C 7.82584 1.44187 1.83899
C 6.98596 0.22426 2.22250
C 6.23265 0.35602 3.54705
C 7.10592 0.62783 4.77065
C 8.11904 -0.47661 5.05369
H 6.50142 3.00378 2.58271
H 7.62359 3.54712 1.33953
H 6.22522 2.55949 0.90062
H 8.60553 1.61362 2.58864
H 8.34887 1.21945 0.90500
H 7.62919 -0.66035 2.25143
H 6.25456 0.04088 1.43014
H 5.66951 -0.56781 3.71429
H 5.48220 1.14543 3.45847
H 6.45578 0.75071 5.64116
H 7.63125 1.58020 4.64980
H 7.61601 -1.43604 5.19550
H 8.69634 -0.26479 5.95550
H 8.82598 -0.59281 4.23057
C -9.60250 -1.53429 0.27179
C -8.86043 -1.93955 -0.99742
C -7.41473 -2.36823 -0.74884
C -6.52052 -1.29023 -0.13369
C -6.43129 0.00571 -0.93816
C -5.82156 -0.17680 -2.32428
H -9.13612 -0.67196 0.75024
H -10.63965 -1.27073 0.05755
H -9.60754 -2.35218 0.99636
H -8.88309 -1.11124 -1.71136
H -9.39325 -2.76551 -1.47723
H -6.97962 -2.70756 -1.69275
H -7.41235 -3.24043 -0.08663
H -5.51239 -1.69745 -0.01784
H -6.86718 -1.05870 0.87752
H -5.81638 0.71468 -0.37802
H -7.42182 0.46445 -1.02404
H -4.81702 -0.59743 -2.24375
H -5.73742 0.78073 -2.84041
H -6.41717 -0.83941 -2.95570
*
```

Mulliken atomic charge list, values in e, 2 entries: atom 1 (C): -1.01, atom 2 (C): -0.33

=====

Entry 3:
Molecular formula: C3H5NO3
Method: DFT, wB97M-V/def2-TZVPD

Calculated values
HOMO level ... -10.786 eV
LUMO ... -0.373 eV
E_tot ... -10819.501 eV
SMILES string ... C=C[C@@H](O)[N+](=O)[O-]

```
! wB97M-V def2-TZVPD RIJCOSX def2/J DEFGRID3
* xyz 0 1
C 0.28719 -1.41919 0.15549
C -0.64170 -0.50739 -0.05041
C -0.29496 1.33069 -0.11905
N -0.11324 1.68607 -1.51156
O -1.04712 2.09746 -2.20437
O 1.05818 1.56899 -1.84799
O 0.89154 1.68501 0.60820
H -0.02172 -2.46964 0.32956
H 1.36763 -1.29590 0.23594
H -1.77484 -0.75853 -0.02406
H -1.05638 1.90280 0.28906
H 1.60786 1.58491 0.00905
*
```

Mulliken atomic charge list, values in e, 2 entries: atom 1 (C): -0.61, atom 2 (C): -0.11

=====

Entry 4:
Molecular formula: C3H5NO2
Method: DFT, wB97M-V/def2-TZVPD

Calculated values
HOMO level ... -9.009 eV
LUMO ... 0.561 eV
E_tot ... -8774.832 eV
SMILES string ... [H]/N=C\O.C=C=O

```
! wB97M-V def2-TZVPD RIJCOSX def2/J DEFGRID3
* xyz 0 1
C -1.75858 0.10853 -0.94052
C -1.72613 -0.65212 0.13153
C 1.53908 0.34026 -0.11281
O 0.37746 0.45022 0.79072
N 2.64309 -0.13034 0.18649
O -2.16999 -1.39540 0.92774
H 0.54888 0.01487 1.64007
H 2.69972 -0.72131 1.01375
H -0.99538 0.85490 -1.06766
H -2.57458 0.09451 -1.63853
H 1.41645 1.03588 -0.93078
*
```

Mulliken atomic charge list, values in e, 2 entries: atom 1 (C): -0.88, atom 2 (C): 0.83

=====

Entry 5:
Molecular formula: C2H3ClO2
Method: DFT, wB97M-V/def2-TZVPD

Calculated values
HOMO level ... -8.962 eV
LUMO ... 0.301 eV
E_tot ... -18736.542 eV

```
! wB97M-V def2-TZVPD RIJCOSX def2/J DEFGRID3
* xyz 0 1
C -1.50073 -0.58973 0.27519
C -0.23510 -0.20616 -0.13638
O -2.14234 -1.48268 0.64486
O -2.72471 0.89680 -0.22314
Cl -4.16008 0.12972 -0.13406
H -0.31039 0.81726 -0.55052
H 0.54710 -0.23577 0.60437
H -0.01773 -1.03453 -0.74888
*
```

Mulliken atomic charge list, values in e, 2 entries: atom 1 (C): 0.79, atom 2 (C): -0.83

=====

Entry 6:
Molecular formula: C10H35FN13O7
Method: DFT, wB97M-V/def2-TZVPD

Calculated values
HOMO level ... -4.888 eV
LUMO ... 2.124 eV
E_tot ... -47361.380 eV

```
! wB97M-V def2-TZVPD RIJCOSX def2/J DEFGRID3
* xyz -1 1
F 3.84329 16.94646 -12.49689
C -0.00542 22.58556 -17.81264
C -0.76403 21.35587 -17.41439
C -1.62324 20.63252 -18.49057
O -2.16356 21.61685 -19.31423
C -3.04106 21.17956 -20.33373
N 0.22380 20.42959 -16.89628
H 0.41322 23.09784 -16.94637
H -0.64143 23.34440 -18.26844
H 0.71435 22.41393 -18.61300
H -1.41586 21.58085 -16.57024
H -2.39341 20.04525 -17.99050
H -0.95409 20.05293 -19.12651
H -2.88296 20.30739 -20.96808
H -3.14703 21.99392 -21.05044
H -4.00308 21.04776 -19.83852
H 0.73260 20.80958 -16.11090
H 0.91174 20.27438 -17.61930
C 4.19386 16.26540 -19.30679
O 3.05322 15.80988 -19.34915
N 4.87305 16.78403 -20.30173
N 4.79854 16.53768 -18.23444
H 5.63389 17.42951 -20.14488
H 4.54664 16.62309 -21.24387
H 4.32731 16.36848 -17.35727
H 5.69344 17.00384 -18.19046
C 9.12938 18.29778 -13.31382
O 10.10202 18.59932 -13.95291
N 8.27929 17.42320 -13.73156
N 8.62689 18.82560 -12.26498
H 8.57309 17.03119 -14.61480
H 7.32512 17.48240 -13.40573
H 7.80374 18.38135 -11.88397
H 8.97401 19.71474 -11.93474
C 5.49500 16.48105 -7.81645
O 5.73529 16.28041 -6.63494
N 4.55565 17.26891 -8.25003
N 5.92499 15.72397 -8.75013
H 4.45078 17.09154 -9.23878
H 3.93993 17.87918 -7.73181
H 6.69132 15.08725 -8.58456
H 5.48825 15.82882 -9.65477
C 0.45647 12.12957 -9.87162
O -0.18039 13.17239 -9.92936
N -0.08773 10.94768 -9.86969
N 1.76547 12.13211 -9.77490
H 0.42575 10.08418 -9.76571
H -1.09185 10.94300 -9.97844
H 2.22034 11.25184 -9.57915
H 2.25615 13.01288 -9.83473
C 3.68102 22.54999 -12.50049
O 3.23185 23.64684 -12.39807
N 4.80943 22.25221 -13.13054
N 3.17011 21.50596 -11.87929
H 5.14401 21.31556 -12.95494
H 5.42503 22.89512 -13.60783
H 3.52280 20.57766 -12.06357
H 2.35197 21.65890 -11.30714
C 5.86730 11.81358 -13.97948
O 6.63262 12.31716 -13.22183
N 6.00609 10.63617 -14.47292
N 4.89531 12.47835 -14.40582
H 5.34494 10.29094 -15.15395
H 6.88252 10.18413 -14.25470
H 4.20745 12.11080 -15.04757
H 4.79103 13.37914 -13.96107
*
```

Mulliken atomic charge list, values in e, 2 entries: atom 1 (F): -0.96, atom 2 (C): -1.38

=====

Q: Among the records above, which one has the highest E_tot?
A: C3H5NO2

=====

Q: The lowest HOMO level belongs to which entry?
A: C3H5NO3